{"formula": "C32H43HgN6O10SSi", "method": "ωB97M-V with the def2-TZVPD basis set", "species": ["Hg", "O", "C", "O", "C", "C", "C", "C", "C", "N", "C", "O", "O", "H", "H", "H", "H", "H", "N", "C", "S", "N", "N", "C", "C", "C", "C", "C", "C", "C", "C", "C", "C", "C", "C", "N", "H", "H", "H", "H", "H", "H", "H", "H", "H", "H", "H", "O", "N", "O", "C", "C", "C", "C", "O", "Si", "O", "O", "C", "C", "C", "C", "O", "C", "C", "C", "C", "H", "H", "H", "H", "H", "H", "H", "H", "H", "H", "H", "H", "H", "H", "H", "H", "H", "H", "H", "H", "H", "H", "H", "H", "H", "H", "H"], "xyz": [[-1.68661, 0.02020, -1.37587], [0.89304, 3.89184, -3.28041], [-0.06353, 2.93282, -3.47420], [-1.22803, 3.18122, -3.34928], [0.52696, 1.61949, -3.91560], [1.58989, 1.68014, -4.80916], [2.02555, 0.46507, -5.40583], [1.39054, -0.69236, -5.08407], [0.32413, -0.67526, -4.13523], [-0.09641, 0.50690, -3.54347], [-0.36252, -1.86004, -3.77246], [0.03328, -2.98838, -4.47188], [-1.25924, -1.99611, -2.92703], [0.40096, 4.65279, -2.94499], [2.04422, 2.62955, -5.05101], [2.84316, 0.47089, -6.11839], [1.68366, -1.63870, -5.51818], [-0.47807, -3.68872, -4.04930], [-5.59158, 2.24777, -2.16167], [-4.28071, 1.87723, -1.90952], [-3.61403, 0.69716, -2.95760], [-3.77065, 2.53826, -0.88801], [-2.48186, 2.29167, -0.59353], [-1.99074, 2.95189, 0.39065], [-2.82545, 3.80850, 1.28706], [-3.93413, 3.27018, 1.94344], [-4.69545, 4.05597, 2.79624], [-4.37541, 5.39429, 3.00159], [-3.27388, 5.93687, 2.35701], [-2.50298, 5.14429, 1.51318], [-0.52825, 2.84786, 0.64602], [0.01260, 3.15257, 1.89824], [1.38210, 3.08538, 2.07584], [2.18159, 2.69737, 1.01519], [1.55741, 2.38907, -0.18152], [0.24569, 2.47511, -0.37016], [-6.12702, 1.52675, -2.61260], [-6.03282, 2.69581, -1.37163], [-4.16685, 2.22330, 1.78701], [-5.54736, 3.62125, 3.30633], [-4.97673, 6.00630, 3.66487], [-3.01140, 6.97699, 2.51133], [-1.64254, 5.57013, 1.00956], [-0.63902, 3.41938, 2.71809], [1.81734, 3.31190, 3.04146], [3.25556, 2.60616, 1.11604], [2.13715, 2.06533, -1.03816], [-3.54147, -1.76214, -0.67756], [-4.03119, -1.15154, 0.28023], [-3.38449, -0.13362, 0.62333], [-1.11393, -4.01641, 0.05414], [-0.53929, -3.68604, 1.42609], [-0.28610, -4.97975, 2.19589], [-1.48467, -2.79591, 2.22197], [0.73981, -3.06493, 1.28740], [1.14389, -1.54445, 0.71162], [0.15564, -0.76830, -0.22713], [1.53243, -0.65566, 2.07909], [2.17730, -1.02645, 3.28529], [1.18030, -1.69793, 4.23410], [3.37552, -1.95389, 3.06299], [2.66012, 0.27551, 3.91809], [2.65178, -1.86931, 0.06048], [3.00103, -2.08648, -1.30060], [2.82248, -0.81203, -2.12134], [4.46985, -2.49501, -1.29120], [2.14961, -3.21209, -1.88304], [-2.08634, -4.50580, 0.14596], [-0.42145, -4.67672, -0.48145], [-1.25553, -3.11106, -0.53250], [-1.22309, -5.52689, 2.33291], [0.14246, -4.76150, 3.17917], [0.41707, -5.60966, 1.64246], [-2.46826, -3.25835, 2.31336], [-1.61113, -1.83584, 1.72336], [-1.07828, -2.61580, 3.22297], [0.80608, -2.61459, 3.77700], [0.33399, -1.02798, 4.41209], [1.65701, -1.93668, 5.19043], [3.05128, -2.89767, 2.61699], [3.86669, -2.15430, 4.01949], [4.08874, -1.49190, 2.37545], [1.80774, 0.93909, 4.08532], [3.36243, 0.77714, 3.24573], [3.15607, 0.08023, 4.87356], [3.45964, -0.01868, -1.71163], [1.77768, -0.49510, -2.06682], [3.08499, -0.97518, -3.16985], [5.07020, -1.70004, -0.83828], [4.82617, -2.67412, -2.31001], [4.59976, -3.40651, -0.69915], [1.09389, -2.92940, -1.84014], [2.28651, -4.12313, -1.29044], [2.41550, -3.40927, -2.92426]], "atomic_forces_ev_per_a": [[0.22, -0.40, 0.09], [0.02, -0.08, 0.02], [0.02, -0.22, 0.30], [0.07, 0.04, -0.01], [-0.02, -0.10, -0.26], [0.06, -0.04, 0.02], [-0.03, 0.12, -0.02], [-0.17, 0.03, -0.01], [-0.08, 0.18, -0.06], [0.11, 0.07, -0.08], [-0.20, 0.00, 0.09], [0.04, -0.03, -0.02], [0.22, 0.04, -0.14], [-0.06, 0.05, -0.01], [-0.01, -0.01, 0.00], [0.00, -0.02, 0.02], [-0.01, 0.02, -0.01], [-0.05, -0.06, 0.03], [0.02, -0.02, -0.12], [0.07, 0.10, 0.16], [0.11, 0.08, 0.30], [-0.25, -0.10, -0.06], [0.07, 0.23, -0.24], [0.09, 0.00, 0.19], [0.08, 0.12, 0.03], [0.08, -0.08, 0.07], [0.02, -0.02, -0.03], [0.03, -0.03, -0.02], [0.01, -0.05, -0.02], [-0.03, 0.00, -0.07], [-0.12, -0.04, 0.14], [-0.02, 0.00, 0.04], [-0.07, -0.01, 0.05], [0.03, -0.03, 0.02], [-0.12, -0.05, -0.07], [0.11, -0.02, -0.26], [-0.07, -0.03, -0.02], [0.04, 0.00, 0.01], [-0.03, 0.00, -0.06], [0.01, -0.01, -0.01], [0.01, -0.01, -0.01], [0.01, 0.00, -0.01], [0.01, 0.00, 0.01], [-0.02, 0.03, 0.02], [0.00, 0.00, 0.02], [-0.02, 0.00, -0.02], [0.00, -0.05, -0.05], [-0.08, -0.32, 0.02], [0.37, 0.14, -0.12], [-0.10, 0.11, 0.26], [0.11, 0.07, -0.08], [0.09, -0.06, 0.04], [0.08, -0.06, 0.03], [0.04, 0.14, 0.06], [-0.25, 0.05, -0.14], [0.26, 0.03, 0.09], [-0.34, -0.09, -0.05], [-0.03, -0.13, 0.00], [-0.03, 0.01, 0.00], [-0.01, 0.01, -0.13], [-0.08, 0.00, -0.24], [0.03, 0.10, -0.03], [-0.02, 0.29, -0.05], [-0.04, -0.06, -0.01], [-0.04, 0.06, 0.27], [0.07, -0.05, 0.07], [-0.08, -0.01, 0.14], [0.02, -0.01, 0.01], [-0.08, 0.04, 0.04], [-0.02, 0.06, -0.06], [0.04, -0.01, 0.01], [-0.02, -0.03, -0.05], [-0.04, 0.03, 0.05], [-0.05, -0.01, -0.02], [-0.06, 0.08, -0.06], [-0.20, -0.05, -0.18], [0.14, 0.07, 0.11], [0.05, -0.06, -0.01], [-0.01, 0.01, -0.03], [0.01, 0.06, 0.04], [0.01, -0.01, -0.01], [-0.05, -0.02, 0.05], [0.06, -0.03, -0.02], [-0.05, -0.03, 0.05], [0.00, 0.02, 0.00], [-0.05, -0.06, -0.03], [0.19, 0.05, 0.02], [0.03, 0.00, 0.14], [-0.03, -0.05, -0.04], [0.00, 0.00, 0.04], [0.01, 0.05, -0.05], [0.06, -0.04, -0.04], [-0.01, 0.05, -0.04], [-0.03, 0.01, 0.01]], "lumo_energy_ev": [4.359, 4.359], "relative_energy_kcal_mol": 24.2, "s_squared": 0.766, "spin_multiplicity": 2, "charge": -2, "fmax_ev_per_a": 0.47}